# 1
71
Properties=species:S:1:pos:R:3:forces:R:3 method="wB97M-V/def2-TZVPD" orbital_gap_ev="4.637 / 4.881" total_energy_ev=-53724.619 e_lumo_ev="-8.80 / -10.92" total_charge=+3 s_squared=6.107 spin_multiplicity=5
Os 0.568 -2.218 -0.302 -0.158 2.231 1.640
N -1.406 -2.441 0.790 0.922 0.124 0.675
C -1.243 -3.532 1.784 -0.584 0.756 -1.347
C -2.304 -4.023 2.468 -0.086 -0.370 0.938
C -2.154 -5.099 3.378 -0.102 0.306 -0.357
C -0.952 -5.725 3.505 0.328 0.218 -0.230
C 0.139 -5.277 2.720 0.494 0.434 -0.273
C 1.402 -5.920 2.794 -0.118 -0.157 0.295
C 2.434 -5.460 2.017 0.160 -0.171 0.028
C 2.216 -4.347 1.202 0.125 -0.029 -0.061
N 1.056 -3.714 1.089 0.329 0.089 -0.434
C 0.001 -4.148 1.838 0.556 -1.496 1.211
H -2.164 -2.653 0.171 -0.572 -0.199 -0.345
H -1.655 -1.556 1.260 0.259 -0.446 -0.217
H -3.275 -3.572 2.379 -0.255 0.192 -0.119
H -3.014 -5.399 3.943 -0.225 -0.216 0.211
H -0.775 -6.553 4.183 -0.213 0.063 -0.037
H 1.523 -6.760 3.498 -0.008 0.415 -0.543
H 3.419 -5.930 1.977 -0.400 0.156 0.241
H 3.054 -3.978 0.627 -0.174 0.080 -0.109
I 2.733 -1.210 -2.986 0.409 0.432 -0.395
C 2.076 -2.656 -1.605 -0.111 0.108 0.316
H 1.793 -3.511 -2.219 -0.202 -0.357 0.020
H 2.974 -2.921 -1.063 0.205 -0.271 0.036
N -1.647 3.516 -4.280 -0.598 -1.145 -0.876
C -2.354 4.067 -5.341 0.719 -0.061 0.436
C -2.662 5.357 -5.667 -0.248 0.191 -0.365
C -3.406 5.514 -6.867 0.484 -0.372 0.347
C -3.794 4.393 -7.681 -0.394 1.264 -0.019
C -3.507 3.140 -7.299 -0.035 -1.206 -0.781
C -2.696 2.924 -6.148 -0.515 0.356 0.222
N -2.250 1.791 -5.604 -0.258 0.001 -0.155
C -1.647 2.150 -4.473 0.573 1.068 0.932
C -1.078 1.196 -3.492 -0.501 -0.363 -1.419
C -0.597 1.592 -2.247 0.299 -0.630 0.060
C -0.111 0.603 -1.409 -0.584 -0.220 -0.181
N -0.184 -0.726 -1.716 0.500 1.116 1.492
C -0.680 -1.069 -2.888 -0.432 -0.634 -1.069
C -1.101 -0.168 -3.859 -0.232 0.846 1.182
H -1.211 4.031 -3.553 0.325 0.279 0.576
H -2.373 6.239 -5.087 -0.106 -0.451 -0.125
H -3.664 6.524 -7.145 -0.144 0.024 -0.228
H -4.372 4.575 -8.588 0.156 -0.018 0.342
H -3.886 2.312 -7.893 0.280 -0.044 0.208
H -0.591 2.617 -1.887 0.020 -0.166 -0.195
H 0.245 0.904 -0.434 0.181 -0.416 -0.056
H -0.778 -2.137 -3.080 0.165 0.161 -0.019
H -1.564 -0.509 -4.779 0.270 0.130 0.034
C 1.678 4.087 5.460 -1.132 -0.337 0.034
C 1.652 2.986 4.462 -1.225 1.710 1.311
C 2.853 2.654 3.842 1.236 -1.474 -1.197
C 2.921 1.612 2.965 1.473 0.153 0.341
C 4.286 1.204 2.415 -0.721 0.800 -0.094
C 1.729 0.939 2.622 -0.091 -0.193 -0.322
C 1.817 -0.030 1.618 2.671 -0.474 -0.501
O 0.831 -0.643 1.135 -3.230 -2.377 -2.211
C 0.469 1.279 3.229 -1.089 0.320 1.225
C -0.822 0.504 3.060 -0.059 0.542 -0.490
C 0.486 2.288 4.145 -0.313 -0.152 -0.302
H 2.253 4.927 5.119 0.615 0.361 -0.164
H 2.109 3.715 6.391 0.209 0.061 0.177
H 0.678 4.467 5.690 0.098 -0.227 0.028
H 3.764 3.163 4.081 0.291 0.398 0.243
H 5.064 1.641 3.041 -0.021 -0.108 -0.088
H 4.392 1.624 1.406 0.157 -0.303 0.081
H 4.415 0.130 2.387 0.113 -0.173 0.003
H 2.783 -0.290 1.217 0.352 0.176 -0.077
H -0.694 -0.531 3.362 0.020 -0.218 0.064
H -1.160 0.518 2.010 0.072 -0.016 0.378
H -1.614 0.957 3.675 0.355 -0.178 -0.181
H -0.427 2.566 4.634 -0.288 0.102 0.252

***

# 2
77
Properties=species:S:1:pos:R:3:forces:R:3 method="wB97M-V/def2-TZVPD" orbital_gap_ev="6.147 / 5.986" total_energy_ev=-147761.914 e_lumo_ev="1.79 / 1.63" total_charge=-1 s_squared=2.008 spin_multiplicity=3
Ti -0.823 -0.222 -0.839 -0.009 -0.395 0.036
O -4.715 1.264 -0.524 0.003 -0.032 -0.018
C -3.598 0.875 -0.861 -0.057 0.061 0.067
N -2.764 0.072 -0.188 0.069 0.093 -0.065
C -2.939 0.007 1.244 0.024 0.008 0.025
C -1.833 0.840 1.862 -0.016 -0.002 0.010
C -1.883 1.333 3.155 0.022 0.016 0.011
C -0.820 2.088 3.627 -0.013 -0.013 -0.025
C 0.264 2.322 2.798 0.012 0.015 0.026
C 0.247 1.786 1.522 0.002 -0.012 -0.010
N -0.781 1.073 1.064 0.065 -0.033 -0.002
C -2.963 1.458 -2.105 -0.024 0.016 -0.084
C -3.698 2.199 -3.010 -0.006 0.013 0.019
C -3.024 2.880 -4.011 0.042 0.009 0.001
C -1.639 2.820 -4.053 -0.043 0.011 -0.020
C -0.977 2.037 -3.124 0.042 -0.020 0.030
N -1.630 1.351 -2.184 -0.031 0.040 -0.009
H -3.917 0.387 1.546 0.001 -0.004 -0.008
H -2.847 -1.023 1.605 0.010 0.001 -0.008
H -2.748 1.131 3.774 -0.006 -0.004 -0.004
H -0.840 2.489 4.633 0.004 0.001 0.001
H 1.120 2.890 3.132 0.005 -0.001 -0.010
H 1.079 1.901 0.841 0.006 -0.006 0.000
H -4.770 2.248 -2.886 -0.001 -0.003 0.008
H -3.569 3.469 -4.737 -0.004 -0.003 -0.002
H -1.067 3.356 -4.797 0.007 -0.005 0.001
H 0.103 1.950 -3.132 0.003 -0.020 -0.008
C 3.571 -0.717 4.248 -0.037 -0.023 0.004
C 2.583 -0.360 3.344 0.001 -0.020 -0.015
N 2.849 0.130 2.136 0.027 0.062 -0.055
C 4.119 0.223 1.771 0.027 -0.003 0.039
C 5.191 -0.148 2.583 -0.059 -0.003 0.025
C 4.894 -0.595 3.864 0.036 0.005 -0.009
C 6.584 -0.056 2.110 0.020 -0.018 0.004
C 7.078 -0.524 0.963 0.033 0.025 0.035
C 6.352 -1.320 -0.042 -0.049 -0.064 -0.059
C 6.737 -1.303 -1.379 0.030 0.022 0.018
C 5.981 -2.051 -2.262 -0.063 0.015 -0.016
N 4.926 -2.763 -1.873 0.007 0.007 0.010
C 4.659 -2.740 -0.565 -0.004 -0.027 -0.019
N 5.326 -2.074 0.363 0.020 0.014 0.009
H 3.303 -1.106 5.220 -0.001 0.002 0.002
H 1.534 -0.478 3.592 -0.001 0.027 0.017
H 4.306 0.606 0.773 0.001 0.011 0.005
H 5.694 -0.880 4.538 -0.002 0.001 0.004
H 7.276 0.459 2.772 -0.003 0.006 -0.003
H 8.117 -0.317 0.729 -0.008 0.016 -0.011
H 7.572 -0.706 -1.718 0.002 -0.005 -0.002
H 6.207 -2.060 -3.323 0.011 -0.002 0.004
H 3.803 -3.313 -0.225 0.003 -0.009 0.013
C -2.744 -3.084 -0.647 0.006 0.021 -0.006
C -2.102 -2.823 -1.973 0.012 -0.065 -0.020
C -2.228 -3.608 -3.092 -0.022 -0.007 0.040
C -1.530 -2.954 -4.139 0.038 0.025 -0.010
C -1.018 -1.794 -3.613 0.029 -0.084 -0.025
C -0.246 -0.756 -4.367 -0.026 -0.013 0.044
N -1.344 -1.699 -2.267 0.071 0.256 0.037
H -3.167 -4.090 -0.653 0.000 -0.004 -0.007
H -3.555 -2.379 -0.448 0.012 -0.004 0.011
H -2.038 -3.027 0.181 0.005 -0.003 0.021
H -2.765 -4.544 -3.141 -0.004 0.000 -0.001
H -1.409 -3.286 -5.159 0.002 0.002 -0.003
H -0.901 -0.017 -4.836 -0.005 0.015 0.016
H 0.334 -1.222 -5.164 -0.008 -0.011 0.000
H 0.462 -0.215 -3.743 0.031 0.036 -0.014
Se 1.406 -3.668 2.118 0.091 -0.059 0.046
C 0.548 -2.462 1.134 -0.137 0.105 -0.082
N -0.039 -1.686 0.490 0.034 0.050 -0.025
N 2.037 -1.478 -2.040 -0.043 0.007 -0.022
C 2.102 -0.181 -1.697 0.007 -0.038 0.031
O 1.039 0.392 -1.243 -0.269 0.002 -0.051
C 3.291 0.553 -1.855 0.033 0.026 0.092
I 2.970 1.803 -4.342 -0.008 -0.003 -0.010
H 1.141 -1.948 -2.053 0.023 -0.010 -0.003
H 2.837 -1.951 -2.429 0.008 0.021 -0.014
H 4.200 0.058 -2.150 0.029 -0.030 -0.001
H 3.352 1.518 -1.379 -0.008 0.002 -0.008